Entry 1:
# C4H10O

An isolated molecule of C4H10O in a non-equilibrium geometry (ωB97M-V/def2-TZVPD, the Open Molecules 2025 dataset).

Results
HOMO energy = -10.02 eV
SMILES string = CC[C@H](C)O
largest force on an atom = 3.90 eV Å⁻¹
gap between HOMO and LUMO = 10.920 eV

Geometry as XYZ:
```
15
Properties=species:S:1:pos:R:3:lowdin_charge:R:1
O -0.51 1.31 -0.36 -0.103
C -0.64 0.18 0.46 -0.454
C -1.37 -0.95 -0.29 -0.064
C 0.82 -0.30 0.74 -0.273
C 1.61 -0.23 -0.49 -0.158
H 0.84 -1.34 1.10 0.113
H -1.20 0.56 1.41 0.163
H 1.52 -1.13 -1.34 0.140
H -2.40 -0.57 -0.45 0.076
H 2.67 -0.35 -0.21 0.063
H -0.24 2.12 0.16 0.129
H -0.91 -1.33 -1.27 0.099
H -1.45 -1.85 0.36 0.083
H 1.49 0.83 -0.84 0.083
H 1.29 0.33 1.48 0.104
```

=====

Entry 2:
# C8H14BrNO2

An isolated molecule of C8H14BrNO2 in a non-equilibrium geometry (ωB97M-V/def2-TZVPD, the Open Molecules 2025 dataset).

Results
HOMO energy (spin up / spin down) = -6.63 / -6.63 eV
largest force on an atom = 5.57 eV Å⁻¹
gap between HOMO and LUMO (spin up / spin down) = 5.590 / 5.591 eV

Geometry as XYZ:
```
26
Properties=species:S:1:pos:R:3:lowdin_charge:R:1
Br 1.37 -2.54 -2.09 0.690
O -0.68 -4.08 -0.44 0.008
O -2.12 -2.32 0.09 -0.043
N 0.26 0.98 -0.06 -0.100
C -0.35 -2.06 -1.49 -0.654
C 0.05 0.66 -1.36 0.045
C -0.66 -0.52 -1.91 -0.193
C -1.63 0.98 1.58 -0.014
C -0.92 -2.92 -0.61 -0.671
C -0.37 0.29 1.01 -0.190
C 2.74 1.19 0.65 -0.032
C 1.30 1.86 0.37 -0.217
H -1.78 -0.27 -1.60 0.170
H -1.43 2.08 1.87 0.110
H 3.16 1.98 1.27 0.067
H 0.98 2.32 1.29 0.101
H -2.48 -3.10 0.48 0.053
H -2.33 0.99 0.84 0.038
H 1.37 2.78 -0.29 0.147
H 2.53 0.15 1.10 0.102
H 0.47 -0.10 1.63 0.144
H -2.00 0.43 2.35 0.050
H -0.56 -0.52 -2.98 0.079
H -0.78 -0.67 0.68 0.089
H 0.59 1.30 -2.04 0.136
H 3.27 1.10 -0.35 0.086
```

=====

Entry 3:
# C2H4N4

An isolated molecule of C2H4N4 (ωB97M-V/def2-TZVPD, the Open Molecules 2025 dataset).

Results
HOMO energy = -8.60 eV
SMILES string = Nc1c[nH]nn1
largest force on an atom = 0.22 eV Å⁻¹
gap between HOMO and LUMO = 9.522 eV

Geometry as XYZ:
```
10
Properties=species:S:1:pos:R:3:lowdin_charge:R:1
N -0.84 1.65 -0.08 0.086
N 0.59 -1.55 0.10 -0.031
N 0.36 0.14 1.35 0.032
N 0.82 -1.07 1.32 -0.027
C -0.19 0.44 0.14 -0.427
C -0.04 -0.64 -0.69 -0.056
H 0.89 -2.48 -0.15 0.148
H -0.66 2.28 0.69 0.082
H -0.34 -0.85 -1.71 0.110
H -0.60 2.08 -0.97 0.083
```

=====

Entry 4:
# C12H13F5NO2

A cluster of 2 separate species, C12H13F5NO2 in total in a non-equilibrium geometry (ωB97M-V/def2-TZVPD, the Open Molecules 2025 dataset).

Results
HOMO energy = -12.79 eV
total charge = +1
largest force on an atom = 2.77 eV Å⁻¹
gap between HOMO and LUMO = 8.986 eV

Geometry as XYZ:
```
33
Properties=species:S:1:pos:R:3:lowdin_charge:R:1
F 1.12 -0.36 4.30 0.136
F -3.67 1.63 2.19 0.121
F 2.50 0.01 2.60 0.147
F 1.27 1.62 3.42 0.135
F -4.17 -0.33 3.02 0.158
O 0.88 -1.57 -2.44 0.091
O 2.36 -0.77 -3.91 0.047
N -4.64 0.12 0.79 0.319
C 3.13 1.12 -2.75 -0.151
C 1.76 -0.80 -2.71 -0.469
C -0.58 -1.23 0.14 -0.020
C 0.14 -0.09 2.19 -0.067
C -2.25 -0.13 1.59 -0.113
C 2.39 0.22 -1.78 -0.086
C 3.45 0.18 -3.89 -0.142
C -3.68 0.28 1.91 -0.461
C -1.90 -0.88 0.44 -0.019
C -1.20 0.24 2.46 0.061
C 0.45 -0.84 1.03 0.029
C 1.29 0.29 3.12 -0.538
H 1.63 0.75 -1.22 0.119
H 2.46 1.91 -3.10 0.122
H 1.47 -1.15 0.77 0.127
H 4.38 -0.37 -3.73 0.132
H -0.36 -1.80 -0.79 0.103
H -5.25 0.95 0.80 0.198
H 4.01 1.60 -2.33 0.122
H -5.26 -0.69 0.87 0.200
H -2.69 -1.22 -0.26 0.113
H 3.51 0.69 -4.85 0.130
H -1.43 0.81 3.38 0.150
H -4.20 0.09 -0.14 0.171
H 3.08 -0.30 -1.11 0.134
```